1.
ORCA calculation (wB97M-V/def2-TZVPD) on an isolated molecule of C3H5I.

Each line ends with the natural charge from an NBO analysis.
CARTESIAN COORDINATES (ANGSTROEM)
C (0.641, 1.370, -1.112)  -0.493
C (1.028, 0.272, -0.447)  -0.139
C (-0.050, -1.178, 0.131)  -0.560
I (3.046, -0.039, 0.151)  0.120
H (1.505, 1.984, -1.325)  0.221
H (-0.380, 1.508, -1.444)  0.228
H (-1.031, -1.154, -0.225)  0.208
H (0.567, -1.995, -0.025)  0.209
H (-0.135, -1.052, 1.168)  0.205

Forces on atoms 1 to 2 (eV/Å):
C 1.2 -1.9 0.9
C -2.7 -2.6 1.0

Summary:
* relative energy (zero: lowest compared OMol25 entry of this formula, charge and spin): 155.2 kJ/mol
* frontier orbital gap: 9.724 eV
* net charge: 0
* E_HOMO: -9.1425 eV

=====

2.
ORCA calculation (wB97M-V/def2-TZVPD) on a structure of composition C38H42AlN2OP2S2.

Each line ends with the Löwdin charge.
CARTESIAN COORDINATES (ANGSTROEM)
Al (0.150, 0.210, 0.383)  -0.070
C (0.318, -3.725, 0.470)  -0.257
C (0.767, -3.119, -0.858)  -0.292
P (1.526, -1.438, -0.771)  1.020
C (1.994, -1.048, -2.480)  -0.354
C (1.453, -1.669, -3.605)  -0.092
C (1.822, -1.236, -4.869)  -0.055
C (2.717, -0.188, -5.018)  -0.037
C (3.251, 0.438, -3.901)  -0.045
C (2.888, 0.012, -2.638)  -0.093
C (3.031, -1.678, 0.195)  -0.372
C (4.051, -2.512, -0.258)  -0.058
C (5.136, -2.766, 0.561)  -0.032
C (5.210, -2.191, 1.821)  -0.029
C (4.207, -1.339, 2.265)  -0.052
C (3.116, -1.082, 1.452)  -0.124
C (-0.969, -3.092, 1.005)  -0.278
P (-0.736, -1.487, 1.913)  1.070
C (-2.323, -0.610, 1.846)  -0.423
C (-3.585, -1.151, 1.618)  -0.097
C (-4.694, -0.315, 1.620)  -0.037
C (-4.553, 1.046, 1.848)  -0.023
C (-3.295, 1.592, 2.064)  -0.029
C (-2.184, 0.768, 2.046)  -0.152
C (-0.578, -2.058, 3.635)  -0.338
C (-1.657, -2.013, 4.518)  -0.061
C (-1.533, -2.605, 5.765)  -0.038
C (-0.353, -3.236, 6.131)  -0.030
C (0.721, -3.265, 5.253)  -0.045
C (0.616, -2.671, 4.009)  -0.092
H (1.128, -3.686, 1.204)  0.104
H (0.115, -4.784, 0.284)  0.133
H (-0.088, -3.070, -1.539)  0.080
H (1.529, -3.760, -1.317)  0.112
H (0.768, -2.501, -3.508)  0.097
H (1.407, -1.726, -5.737)  0.119
H (3.000, 0.138, -6.005)  0.123
H (3.952, 1.247, -4.025)  0.119
H (3.314, 0.479, -1.758)  0.099
H (3.998, -2.948, -1.244)  0.120
H (5.921, -3.420, 0.221)  0.124
H (6.049, -2.411, 2.464)  0.125
H (4.276, -0.890, 3.246)  0.121
H (2.311, -0.415, 1.786)  0.071
H (-1.440, -3.778, 1.716)  0.114
H (-1.658, -2.936, 0.170)  0.072
H (-3.704, -2.218, 1.484)  0.121
H (-5.675, -0.730, 1.455)  0.124
H (-5.424, 1.683, 1.875)  0.126
H (-3.191, 2.650, 2.245)  0.124
H (-1.193, 1.169, 2.276)  0.093
H (-2.585, -1.530, 4.245)  0.108
H (-2.367, -2.579, 6.452)  0.123
H (-0.267, -3.700, 7.102)  0.125
H (1.640, -3.754, 5.536)  0.120
H (1.458, -2.682, 3.329)  0.088
C (-1.783, 7.678, -1.720)  -0.018
C (-1.081, 6.531, -1.089)  -0.227
C (-0.564, 6.634, 0.204)  0.003
C (0.111, 5.579, 0.785)  -0.064
C (0.335, 4.411, 0.056)  -0.412
C (-0.185, 4.279, -1.226)  -0.077
C (-0.912, 5.320, -1.768)  0.001
S (1.424, 3.249, 0.842)  1.187
C (2.738, 3.220, -0.392)  -0.182
O (0.796, 1.768, 0.601)  -0.499
H (-2.365, 8.236, -0.990)  0.097
H (-2.429, 7.366, -2.535)  0.091
H (-1.045, 8.374, -2.121)  0.109
H (-0.689, 7.557, 0.749)  0.135
H (0.473, 5.663, 1.798)  0.117
H (-0.045, 3.368, -1.788)  0.077
H (-1.344, 5.199, -2.749)  0.127
H (2.332, 2.923, -1.355)  0.065
H (3.519, 2.537, -0.069)  0.068
H (3.153, 4.222, -0.458)  0.089
S (-1.245, 0.833, -1.340)  0.877
C (-2.023, -0.445, -2.182)  -0.706
N (-2.886, -1.317, -1.678)  0.066
C (-3.482, -2.138, -2.733)  -0.082
C (-2.729, -1.674, -3.997)  -0.084
N (-1.857, -0.630, -3.477)  0.062
H (-3.311, -1.236, -0.760)  0.118
H (-4.554, -1.942, -2.803)  0.137
H (-3.332, -3.197, -2.507)  0.130
H (-3.394, -1.256, -4.755)  0.138
H (-2.138, -2.472, -4.453)  0.130
H (-1.277, -0.059, -4.071)  0.160

Forces on atoms 1 to 2 (eV/Å):
Al -0.2 -1.2 -0.8
C 0.0 0.0 -0.1

Summary:
* relative energy (zero: lowest compared OMol25 entry of this formula, charge and spin): 77.1 kJ/mol
* frontier orbital gap: 8.280 eV
* net charge: +3
* E_HOMO: -16.2649 eV

=====

3.
ORCA calculation (wB97M-V/def2-TZVPD) on a cluster of 2 separate species, C5H11NOS in total.

Each line ends with the natural charge from an NBO analysis.
CARTESIAN COORDINATES (ANGSTROEM)
C (-1.406, 3.092, 0.410)  -0.433
C (0.363, -0.534, -1.696)  -0.613
C (-0.487, -2.337, -0.098)  -0.610
C (0.332, 0.019, 2.413)  -0.099
C (0.155, -0.948, -0.232)  -0.141
N (-0.775, -0.107, 0.398)  -0.210
O (-0.693, 0.196, 1.658)  -0.143
S (-0.094, 3.472, 1.267)  0.041
H (-1.306, 2.987, -0.737)  0.201
H (1.433, -0.178, -1.700)  0.218
H (0.179, -1.362, -2.435)  0.217
H (-0.317, 0.357, -1.963)  0.229
H (-1.540, -2.180, 0.084)  0.227
H (-0.085, -2.856, 0.798)  0.203
H (-0.221, -3.004, -0.970)  0.210
H (1.179, -0.445, 1.955)  0.166
H (0.167, 0.258, 3.436)  0.190
H (-2.218, 2.765, 0.895)  0.176
H (1.190, -1.128, 0.268)  0.173

Forces on atoms 1 to 2 (eV/Å):
C 4.3 0.4 -3.1
C 0.2 1.5 -0.3

Summary:
* relative energy (zero: lowest compared OMol25 entry of this formula, charge and spin): 727.0 kJ/mol
* frontier orbital gap: 7.735 eV
* net charge: 0
* E_HOMO: -7.8821 eV

=====

4.
ORCA calculation (wB97M-V/def2-TZVPD) on an isolated molecule of C2H6N2O.

Each line ends with the natural charge from an NBO analysis.
CARTESIAN COORDINATES (ANGSTROEM)
C (-1.102, -0.885, 0.142)  -0.430
N (-0.771, 0.496, -0.192)  -0.455
N (0.519, 0.903, 0.203)  -0.457
C (1.606, 0.541, -0.528)  0.511
O (2.778, 0.505, -0.073)  -0.605
H (-1.217, -1.149, 1.183)  0.178
H (-2.073, -1.150, -0.338)  0.211
H (-0.238, -1.480, -0.337)  0.199
H (-1.514, 1.107, 0.284)  0.361
H (0.759, 0.853, 1.167)  0.365
H (1.254, 0.258, -1.511)  0.122

Forces on atoms 1 to 2 (eV/Å):
C 1.1 -1.2 -1.8
N -1.7 1.2 1.0

Summary:
* relative energy (zero: lowest compared OMol25 entry of this formula, charge and spin): 211.5 kJ/mol
* frontier orbital gap: 10.753 eV
* net charge: 0
* E_HOMO: -9.8700 eV

=====

5.
ORCA calculation (wB97M-V/def2-TZVPD) on a structure of composition C25H51N6O5W.

Each line ends with the Löwdin charge.
CARTESIAN COORDINATES (ANGSTROEM)
W (-0.248, 1.188, -0.208)  1.820
C (2.020, -0.553, 2.665)  -0.039
C (1.236, 0.755, 2.663)  -0.223
C (-0.120, 0.587, 3.448)  -0.053
C (-1.311, -0.412, 3.214)  -0.421
C (-0.977, -1.703, 2.488)  -0.022
C (-1.883, -0.744, 4.595)  -0.010
N (-2.500, 0.329, 2.495)  0.110
C (-3.363, -0.267, 1.406)  -0.067
C (-2.847, -0.428, -0.036)  -0.125
N (-2.287, 0.761, -0.754)  -0.222
C (-3.114, 1.989, -0.605)  -0.056
C (-2.251, 3.199, -0.918)  -0.545
O (-2.673, 4.297, -1.042)  0.213
O (-0.950, 2.847, -1.054)  -0.203
C (-1.933, 0.456, -2.251)  -0.251
C (-2.655, 1.324, -3.267)  -0.002
C (-0.376, 0.287, -2.576)  -0.116
C (0.873, 1.277, -2.775)  -0.464
C (1.996, 0.410, -3.318)  -0.009
C (0.564, 2.412, -3.741)  0.004
N (1.303, 1.910, -1.422)  -0.098
C (2.667, 1.921, -0.808)  -0.089
C (2.629, 1.383, 0.637)  -0.132
N (1.299, 1.555, 1.309)  -0.211
C (1.073, 2.994, 1.657)  -0.038
C (-0.401, 3.140, 1.958)  -0.521
O (-0.917, 3.942, 2.658)  0.218
O (-1.080, 2.132, 1.339)  -0.267
H (1.912, -0.999, 3.654)  0.112
H (3.087, -0.384, 2.536)  0.094
H (1.661, -1.269, 1.934)  0.054
H (1.788, 1.418, 3.334)  0.153
H (-0.548, 1.556, 3.704)  0.123
H (0.277, 0.249, 4.409)  0.135
H (-0.215, -2.232, 3.059)  0.113
H (-0.596, -1.525, 1.486)  0.039
H (-1.849, -2.358, 2.459)  0.101
H (-1.168, -1.331, 5.168)  0.114
H (-2.796, -1.337, 4.507)  0.110
H (-2.103, 0.163, 5.166)  0.114
H (-2.125, 1.237, 2.156)  0.096
H (-3.153, 0.559, 3.246)  0.172
H (-4.268, 0.340, 1.410)  0.142
H (-3.665, -1.264, 1.727)  0.142
H (-3.718, -0.801, -0.585)  0.160
H (-2.084, -1.194, -0.065)  0.054
H (-3.451, 2.089, 0.424)  0.132
H (-3.997, 1.977, -1.240)  0.149
H (-2.287, -0.567, -2.389)  0.136
H (-2.395, 2.378, -3.215)  0.092
H (-3.735, 1.219, -3.190)  0.108
H (-2.378, 0.969, -4.260)  0.114
H (-0.452, -0.133, -3.581)  0.151
H (-0.016, -0.560, -2.005)  0.066
H (1.687, -0.033, -4.264)  0.118
H (2.262, -0.391, -2.629)  0.067
H (2.877, 1.017, -3.526)  0.113
H (0.225, 2.007, -4.695)  0.116
H (1.470, 2.988, -3.935)  0.115
H (-0.200, 3.086, -3.358)  0.088
H (1.022, 2.885, -1.530)  0.117
H (3.035, 2.945, -0.846)  0.143
H (3.361, 1.312, -1.380)  0.111
H (3.417, 1.852, 1.233)  0.159
H (2.809, 0.324, 0.601)  0.049
H (1.325, 3.644, 0.815)  0.150
H (1.673, 3.308, 2.511)  0.161
C (-1.074, -3.200, -0.772)  -0.008
N (0.360, -3.188, -0.549)  -0.100
C (0.920, -4.522, -0.285)  0.002
C (1.118, -2.082, -0.522)  -0.451
O (0.648, -0.943, -0.107)  -0.170
N (2.386, -2.239, -0.970)  -0.127
C (3.596, -1.728, -0.336)  -0.004
C (2.682, -3.112, -2.118)  -0.021
H (-1.324, -4.106, -1.325)  0.121
H (-1.370, -2.359, -1.389)  0.072
H (-1.637, -3.216, 0.164)  0.093
H (0.266, -5.020, 0.430)  0.112
H (1.909, -4.442, 0.154)  0.105
H (0.964, -5.126, -1.191)  0.109
H (3.430, -1.497, 0.708)  0.069
H (4.013, -0.876, -0.877)  0.096
H (4.340, -2.525, -0.357)  0.119
H (1.780, -3.315, -2.690)  0.107
H (3.142, -4.051, -1.813)  0.104
H (3.390, -2.584, -2.758)  0.107

Forces on atoms 1 to 2 (eV/Å):
W 0.1 -0.3 -0.2
C 0.0 0.0 0.0

Summary:
* relative energy (zero: lowest compared OMol25 entry of this formula, charge and spin): 0.0 kJ/mol
* frontier orbital gap (spin up / spin down): 8.005 / 8.847 eV
* 2S+1: 3
* net charge: +3
* E_HOMO (spin up / spin down): -17.0069 / -18.1387 eV
* <S²>: 2.009

=====

6.
ORCA calculation (wB97M-V/def2-TZVPD) on a cluster of 9 separate species, C36H67N10O8PS in total.

Each line ends with the Löwdin charge.
CARTESIAN COORDINATES (ANGSTROEM)
N (-0.510, -4.785, 0.943)  -0.280
P (0.331, -3.445, 0.991)  0.743
N (-0.064, -2.314, -0.240)  -0.147
C (0.574, -1.027, -0.130)  -0.280
C (1.570, -0.705, 0.767)  -0.055
C (2.120, 0.557, 0.787)  -0.084
C (1.700, 1.554, -0.049)  -0.068
C (0.709, 1.237, -0.945)  -0.107
C (0.176, -0.015, -0.979)  -0.448
S (-1.079, -0.437, -2.167)  1.043
C (-0.500, -2.064, -2.607)  -0.450
C (-0.526, -2.487, -3.901)  -0.098
C (-0.041, -3.739, -4.189)  -0.094
C (0.467, -4.539, -3.213)  -0.079
C (0.461, -4.085, -1.915)  -0.062
C (-0.021, -2.845, -1.575)  -0.281
H (-1.121, -4.740, 0.132)  -0.030
H (1.732, -3.664, 0.924)  0.024
H (-0.010, -2.800, 2.196)  0.010
H (1.971, -1.439, 1.457)  0.085
H (2.917, 0.762, 1.496)  0.115
H (2.121, 2.557, -0.070)  0.082
H (0.322, 1.959, -1.656)  0.100
H (-0.905, -1.836, -4.677)  0.095
H (-0.078, -4.052, -5.229)  0.106
H (0.875, -5.519, -3.416)  0.114
H (0.847, -4.765, -1.162)  0.087
C (1.890, 7.108, 2.400)  -0.049
N (2.423, 5.873, 1.851)  -0.194
C (2.961, 4.866, 2.751)  -0.031
C (2.444, 5.620, 0.535)  -0.360
O (2.884, 4.598, 0.034)  -0.010
H (2.676, 7.625, 2.951)  0.074
H (1.062, 6.880, 3.074)  0.088
H (1.532, 7.756, 1.603)  0.087
H (4.007, 4.679, 2.509)  0.095
H (2.409, 3.934, 2.626)  0.080
H (2.880, 5.201, 3.782)  0.089
H (2.021, 6.438, -0.074)  0.132
C (0.772, -6.918, 3.101)  -0.071
N (1.184, -7.265, 4.452)  -0.201
C (0.842, -8.572, 4.982)  -0.047
C (1.873, -6.413, 5.233)  -0.363
O (2.241, -6.650, 6.368)  0.002
H (-0.314, -6.968, 3.031)  0.081
H (1.216, -7.627, 2.398)  0.089
H (1.094, -5.915, 2.840)  0.045
H (0.234, -8.458, 5.880)  0.091
H (1.752, -9.110, 5.251)  0.091
H (0.290, -9.140, 4.237)  0.084
H (2.082, -5.448, 4.739)  0.130
C (7.844, 8.440, 2.442)  -0.057
N (6.430, 8.573, 2.147)  -0.197
C (5.842, 7.739, 1.110)  -0.029
C (5.640, 9.443, 2.802)  -0.354
O (4.451, 9.593, 2.592)  0.002
H (8.429, 8.666, 1.548)  0.090
H (8.059, 7.418, 2.761)  0.091
H (8.132, 9.126, 3.236)  0.082
H (5.413, 8.370, 0.331)  0.096
H (5.044, 7.129, 1.536)  0.077
H (6.602, 7.093, 0.677)  0.090
H (6.178, 10.026, 3.568)  0.133
C (-4.431, -1.884, 5.307)  -0.056
N (-3.335, -2.108, 4.385)  -0.194
C (-3.603, -2.735, 3.098)  -0.030
C (-2.073, -1.757, 4.675)  -0.350
O (-1.123, -1.927, 3.932)  -0.023
H (-4.896, -2.838, 5.563)  0.091
H (-5.177, -1.237, 4.841)  0.090
H (-4.071, -1.411, 6.218)  0.082
H (-3.025, -3.656, 3.009)  0.090
H (-3.304, -2.063, 2.293)  0.095
H (-4.663, -2.960, 3.010)  0.086
H (-1.966, -1.290, 5.669)  0.131
C (-1.333, 5.876, -1.236)  -0.058
N (-2.170, 4.900, -1.906)  -0.198
C (-3.076, 5.340, -2.952)  -0.041
C (-2.134, 3.590, -1.588)  -0.360
O (-2.808, 2.726, -2.113)  0.003
H (-1.960, 6.628, -0.751)  0.089
H (-0.685, 6.368, -1.965)  0.090
H (-0.714, 5.391, -0.483)  0.075
H (-4.102, 5.089, -2.680)  0.092
H (-2.834, 4.831, -3.886)  0.092
H (-2.988, 6.415, -3.091)  0.085
H (-1.414, 3.361, -0.783)  0.125
C (-4.568, -5.819, -6.397)  -0.055
N (-3.143, -6.082, -6.385)  -0.191
C (-2.563, -6.832, -5.287)  -0.038
C (-2.334, -5.643, -7.366)  -0.363
O (-1.128, -5.823, -7.408)  -0.006
H (-4.842, -5.251, -5.506)  0.091
H (-5.117, -6.764, -6.405)  0.088
H (-4.835, -5.243, -7.281)  0.067
H (-1.809, -6.222, -4.786)  0.076
H (-2.075, -7.731, -5.666)  0.093
H (-3.331, -7.113, -4.570)  0.086
H (-2.871, -5.084, -8.150)  0.126
C (-3.029, -0.001, -6.828)  -0.049
N (-3.227, -1.245, -7.548)  -0.192
C (-2.100, -1.844, -8.248)  -0.028
C (-4.420, -1.865, -7.589)  -0.345
O (-4.646, -2.909, -8.175)  -0.003
H (-2.696, 0.775, -7.520)  0.090
H (-2.272, -0.138, -6.054)  0.078
H (-3.958, 0.318, -6.359)  0.086
H (-2.333, -1.933, -9.310)  0.096
H (-1.908, -2.842, -7.854)  0.075
H (-1.215, -1.226, -8.120)  0.089
H (-5.203, -1.330, -7.026)  0.134
C (-0.097, 2.190, 6.418)  -0.059
N (0.890, 1.884, 5.405)  -0.193
C (0.461, 1.266, 4.157)  -0.033
C (2.196, 2.153, 5.574)  -0.362
O (3.062, 1.917, 4.754)  0.005
H (-0.600, 1.273, 6.732)  0.083
H (-0.838, 2.883, 6.014)  0.089
H (0.377, 2.646, 7.285)  0.082
H (0.961, 0.308, 4.030)  0.091
H (0.730, 1.909, 3.317)  0.080
H (-0.613, 1.112, 4.168)  0.081
H (2.421, 2.625, 6.546)  0.132

Forces on atoms 1 to 2 (eV/Å):
N 0.4 0.7 -0.4
P -1.9 -1.1 0.2

Summary:
* frontier orbital gap: 8.202 eV
* net charge: 0
* E_HOMO: -7.9026 eV

=====

Number 1: E -414.9153 Ha. Number 2: E -3378.7506 Ha. Number 3: E -725.0480 Ha. Number 4: E -264.5067 Ha. Number 5: E -1754.0810 Ha. Number 6: E -3300.9541 Ha.